# 1
ORCA calculation (ωB97M-V/def2-TZVPD) on a molecular structure, C39H48MgN5O2P2S at a distorted geometry.

For the LUMO energy, the calculation gives -2.730 eV. The relative energy (zero: lowest compared OMol25 entry of this formula, charge and spin) comes out at 37.21 kJ/mol. The value obtained for the gap between HOMO and LUMO is 7.4089 eV.

```
! RIJCOSX wB97M-V def2-TZVPD def2/J DEFGRID3
* xyz 1 1
Mg 0.61126 -0.30716 -0.59481
C 4.80786 -0.62796 -1.51451
C 3.31706 -0.47896 -1.53851
N 2.58986 -0.41366 -0.47591
N 3.08176 -0.47926 0.74569
C 2.10946 -0.30536 1.64709
O 0.91356 -0.06726 1.33369
C 2.54326 -0.38446 3.05449
C 1.61496 -0.42476 4.09339
C 2.04386 -0.50506 5.40459
C 3.39866 -0.51526 5.69359
C 4.32696 -0.46606 4.66559
C 3.90596 -0.40686 3.35219
C 2.55346 -0.41486 -2.76481
C 3.15196 -0.50346 -4.02951
C 2.35556 -0.50476 -5.15401
C 0.97566 -0.42346 -5.00301
C 0.46786 -0.31046 -3.72111
N 1.22296 -0.29476 -2.63911
H 5.13516 -0.61056 -0.47681
H 5.29856 0.18094 -2.05131
H 5.11006 -1.57396 -1.96231
H 0.56196 -0.39796 3.86019
H 1.32626 -0.54936 6.20929
H 3.73226 -0.54826 6.71979
H 5.38096 -0.46566 4.89789
H 4.61336 -0.36596 2.53919
H 4.22306 -0.58776 -4.10611
H 2.79716 -0.59996 -6.13291
H 0.31986 -0.44666 -5.85541
H -0.59834 -0.25456 -3.54711
C -3.43804 0.17964 -1.47201
P -2.01114 -0.03496 -0.32821
C -2.07534 1.61554 0.47139
N -3.20744 1.93154 1.04429
C -3.32374 3.12634 1.65259
C -4.53784 3.50124 2.25909
C -4.63634 4.71894 2.87239
C -3.53964 5.59984 2.90709
C -2.34544 5.26584 2.33039
C -2.21654 4.02134 1.68279
N -1.07494 3.69254 1.05029
C -0.99464 2.53744 0.44099
P 0.51946 2.26684 -0.54271
C 1.72786 3.12344 0.52809
C 0.21996 3.52004 -1.93511
C -1.00804 3.04394 -2.70951
C 0.00806 4.95444 -1.46541
C 1.44166 3.44274 -2.85311
C -2.78284 -1.21836 0.93259
C -4.09354 -0.76356 1.57539
C -1.72264 -1.43426 2.00729
C -3.03624 -2.54106 0.19079
H -4.26734 0.62974 -0.93041
H -3.72404 -0.79766 -1.85411
H -3.17424 0.81934 -2.31051
H -5.36294 2.80814 2.22179
H -5.56654 5.01784 3.33239
H -3.65344 6.55024 3.40449
H -1.49904 5.93544 2.34379
H 1.33396 4.08184 0.85929
H 2.66266 3.25444 -0.01421
H 1.91626 2.49424 1.39629
H -1.91004 3.11654 -2.10281
H -0.87634 2.01054 -3.02951
H -1.15024 3.65714 -3.59821
H -0.86534 5.03704 -0.82391
H -0.15094 5.59714 -2.32961
H 0.87016 5.33104 -0.92301
H 1.64246 2.41234 -3.14821
H 2.32826 3.84044 -2.36371
H 1.26366 4.02444 -3.75711
H -3.95624 0.11714 2.19619
H -4.46964 -1.57086 2.20369
H -4.85024 -0.54276 0.82659
H -1.48084 -0.48946 2.49019
H -0.81244 -1.84086 1.56819
H -2.08344 -2.12506 2.76669
H -4.01504 -2.53796 -0.28741
H -3.01194 -3.37306 0.89549
H -2.27574 -2.72946 -0.57111
C 1.34226 -3.75726 -2.74271
S -0.13184 -3.27156 -1.76441
O 0.34236 -2.18096 -0.86501
C -0.11394 -4.74566 -0.71071
C -1.05154 -5.74416 -0.91701
C -1.02044 -6.87526 -0.11631
C -0.06314 -6.99716 0.87969
C 0.85216 -5.97806 1.09439
C 0.82456 -4.84266 0.30189
H 2.21656 -3.70416 -2.10261
H 1.44546 -3.07216 -3.58001
H 1.18766 -4.76926 -3.09921
H -1.78754 -5.64086 -1.70101
H -1.74824 -7.65806 -0.26591
H -0.03144 -7.88696 1.49219
H 1.58846 -6.06556 1.87869
H 1.52266 -4.03366 0.46829
*
```

# 2
ORCA calculation (ωB97M-V/def2-TZVPD) on a molecular structure, C39H48MoP2Si at a distorted geometry.

As for the expectation value of S²: 2.0318. For the LUMO energy (alpha / beta), the calculation gives -6.684 / -6.626 eV. The relative energy (zero: lowest compared OMol25 entry of this formula, charge and spin) comes out at 184.99 kJ/mol. The value obtained for the gap between HOMO and LUMO (alpha / beta) is 6.5350 / 6.2034 eV.

```
! RIJCOSX wB97M-V def2-TZVPD def2/J DEFGRID3
* xyz 2 3
Mo -0.99194 -0.17206 0.65651
C 0.85296 -3.34334 -1.56841
C 1.95406 -2.83810 -0.99315
C 3.26393 -2.68767 -1.71472
C 3.21406 -1.98699 -3.11181
C 2.00989 -1.15417 -3.43999
C 0.84294 -1.63800 -3.85171
C 0.52580 -3.07953 -4.08744
C 0.85700 -4.01043 -2.90680
C -1.17649 2.61804 0.29769
H -0.09182 -3.45929 -1.04096
H 2.02706 -2.70056 0.09095
H 3.72681 -3.67664 -1.87656
H 3.96094 -2.12882 -1.07323
H 4.09740 -1.32461 -3.16078
H 3.37328 -2.76309 -3.88580
H 2.25205 -0.08667 -3.55671
H 0.11284 -0.96396 -4.29152
H 1.07184 -3.46139 -4.96490
H -0.54369 -3.16846 -4.32559
H 0.10672 -4.81335 -2.89469
H 1.83615 -4.48062 -3.06397
H -2.05432 2.01724 0.63295
H -1.52317 3.60170 -0.06494
H -0.49112 2.79258 1.13113
P 1.17111 -0.46756 1.31151
P -0.19999 1.86078 -1.05164
C 1.92658 0.03180 -0.18533
C 1.25748 0.77917 -1.13602
C 2.32629 -0.64091 2.63389
C 3.54487 -1.28833 2.37477
C 4.43773 -1.46411 3.42896
C 4.11536 -0.97529 4.70528
C 2.90079 -0.31518 4.95057
C 1.99227 -0.14251 3.91518
C 0.01979 -2.00783 1.14442
C -1.10148 -2.17793 0.15379
C -2.23808 -2.92375 0.54584
C -2.02967 -3.89978 1.51793
C -0.80212 -4.00894 2.18485
C 0.21682 -3.07188 2.04113
C 0.68214 3.38263 -1.52823
C 1.63853 3.84215 -0.61571
C 2.27734 5.05849 -0.84267
C 1.96373 5.78296 -2.00697
C 1.05066 5.28481 -2.94978
C 0.40385 4.06822 -2.70490
C -1.42476 1.55181 -2.35745
C -2.79946 1.77810 -2.16170
C -3.72204 1.37958 -3.12913
C -3.27946 0.74621 -4.29714
C -1.90665 0.58030 -4.52590
C -0.98640 1.02179 -3.57495
H 2.99071 -0.16224 -0.30471
H 1.83146 0.99578 -2.04578
H 3.76092 -1.63700 1.36367
H 5.37862 -1.98968 3.24651
H 4.81492 -1.12875 5.52628
H 2.65894 0.05284 5.94788
H 1.03597 0.36355 4.06089
H -0.94624 -1.64939 -0.85595
H -3.20501 -2.74047 0.07108
H -2.79655 -4.64680 1.72626
H -0.62951 -4.84738 2.85815
H 1.15292 -3.15577 2.58959
H 1.84458 3.26274 0.28260
H 3.00243 5.44098 -0.11341
H 2.46108 6.73907 -2.18549
H 0.83347 5.84126 -3.86732
H -0.33803 3.67519 -3.39745
H -3.15713 2.25688 -1.25162
H -4.78924 1.56969 -2.98371
H -4.00219 0.40674 -5.04364
H -1.55892 0.11687 -5.45250
H 0.07840 0.92369 -3.77272
C -2.96541 3.05677 3.52047
Si -3.07598 1.16688 3.50966
C -3.18444 0.61028 5.30179
C -4.65901 0.69311 2.60422
C -1.55913 0.28735 2.70376
H -3.95242 3.51345 3.69472
H -2.57752 3.44541 2.57141
H -2.31180 3.41423 4.32817
H -4.16693 0.79018 5.75590
H -2.98563 -0.46450 5.37923
H -2.44577 1.12090 5.93153
H -4.76702 1.24637 1.65912
H -4.64950 -0.38120 2.36808
H -5.55720 0.89309 3.21174
H -0.66764 0.79568 3.13822
H -1.54462 -0.73236 3.14723
*
```

# 3
ORCA calculation (ωB97M-V/def2-TZVPD) on a molecular structure, C39H48N5O4PTi at a distorted geometry.

For the LUMO energy, the calculation gives 4.269 eV. The value obtained for the gap between HOMO and LUMO is 3.6827 eV.

```
! RIJCOSX wB97M-V def2-TZVPD def2/J DEFGRID3
* xyz -2 1
Ti 0.39318 0.49385 -0.28680
C 0.60987 -3.57986 1.08157
C 2.08220 -3.14118 1.17498
N 2.68506 -2.75248 -0.08237
C 2.72533 -3.77378 -1.11423
C 2.13934 -3.31806 -2.45427
N 0.72683 -2.97502 -2.52670
C -0.21270 -3.90966 -1.94182
C -1.02249 -3.35885 -0.75991
N -0.19267 -2.71940 0.23317
H 0.55877 -4.59544 0.67330
H 0.19234 -3.64136 2.09840
H 2.17375 -2.30194 1.86636
H 2.65338 -3.97123 1.61268
H 2.21077 -1.91793 -0.44123
H 3.76315 -4.07516 -1.32905
H 2.22387 -4.69085 -0.77485
H 2.68687 -2.42627 -2.77230
H 2.36220 -4.10694 -3.18722
H 0.58110 -2.02911 -2.18749
H -0.94448 -4.25598 -2.68669
H 0.32182 -4.80960 -1.61406
H -1.71143 -2.60216 -1.13612
H -1.62597 -4.19046 -0.35079
H -0.68908 -2.01204 0.75450
O 2.09363 -0.15024 3.36012
C 1.07102 0.11305 2.75258
O 0.86272 -0.04237 1.50150
C -0.15553 0.63567 3.54885
C 0.11292 0.93146 4.88580
C -0.89037 1.36446 5.73543
C -2.18653 1.48800 5.25436
C -2.45586 1.18849 3.93060
C -1.44900 0.76756 3.05316
P -2.01614 0.35454 1.31379
C -3.37884 -0.81121 1.91133
C -4.73406 -0.69675 1.62491
C -5.62925 -1.70424 1.98875
C -5.18073 -2.83713 2.64440
C -3.82798 -2.96326 2.94395
C -2.94483 -1.96124 2.57489
C -2.92894 1.86511 0.86457
C -3.79658 1.85916 -0.22910
C -4.47154 3.00838 -0.62028
C -4.25392 4.19976 0.05493
C -3.32640 4.23906 1.08683
C -2.66315 3.08829 1.48585
H 1.13178 0.80696 5.22417
H -0.66051 1.59815 6.76910
H -2.99179 1.81587 5.90196
H -3.46856 1.28526 3.55852
H -5.11482 0.19026 1.13772
H -6.68193 -1.58723 1.75737
H -5.87627 -3.62060 2.92289
H -3.45492 -3.84058 3.45852
H -1.89069 -2.07728 2.81209
H -3.96613 0.94975 -0.79360
H -5.14515 2.96921 -1.46816
H -4.76663 5.10339 -0.25531
H -3.08200 5.17677 1.57070
H -1.89156 3.16062 2.23743
C -1.96495 2.12860 -3.45485
C -1.23643 1.84229 -2.17695
N -0.94866 0.52910 -1.78782
O -1.96190 -0.42307 -2.14616
C -0.75244 2.80438 -1.33629
C -0.91789 4.27392 -1.55212
N -0.14880 2.34490 -0.16072
O 0.17119 3.25936 0.79560
H -2.20154 1.19376 -3.96280
H -1.37904 2.75122 -4.14240
H -2.90612 2.66422 -3.27690
H -2.60857 -0.37159 -1.42518
H -1.95750 4.52735 -1.77911
H -0.30400 4.64758 -2.38250
H -0.60348 4.77742 -0.63746
C 3.60096 1.38730 0.25442
C 3.25182 1.30240 -1.24225
C 3.03527 2.74139 -1.73561
C 1.95526 0.51047 -1.44096
C 4.39591 0.62054 -1.98841
C 5.07436 1.20222 -3.05422
C 6.08987 0.52505 -3.73256
C 6.45529 -0.75258 -3.34869
C 5.79087 -1.34716 -2.27565
C 4.78153 -0.67400 -1.61207
H 2.81499 1.94985 0.76856
H 4.55539 1.90318 0.41581
H 3.66225 0.39643 0.70800
H 2.22800 3.17863 -1.14702
H 2.73328 2.75585 -2.78695
H 3.93070 3.37008 -1.61891
H 1.74709 0.36665 -2.51075
H 4.80308 2.20064 -3.37181
H 6.58937 1.00716 -4.56660
H 7.24029 -1.28462 -3.87486
H 6.05222 -2.35086 -1.95730
H 4.24983 -1.16432 -0.80609
*
```

# 4
ORCA calculation (ωB97M-V/def2-TZVPD) on a molecular structure, C39H48N8O2PS2Tl.

For the LUMO energy (alpha / beta), the calculation gives -7.484 / -6.910 eV. The relative energy (zero: lowest compared OMol25 entry of this formula, charge and spin) comes out at 178.40 kJ/mol. The value obtained for the gap between HOMO and LUMO (alpha / beta) is 5.2551 / 5.3862 eV.

```
! RIJCOSX wB97M-V def2-TZVPD def2/J DEFGRID3
* xyz 2 1
Tl 0.96832 -0.06150 0.36847
C 3.53380 2.52909 -0.31333
C 2.39856 3.04341 0.56993
N 2.05494 2.14504 1.66777
C 3.04943 1.94826 2.70959
C 4.09331 0.86630 2.38668
N 3.57392 -0.28525 1.66650
C 4.41829 -0.76234 0.59004
C 4.58282 0.29797 -0.52299
N 3.40626 1.13727 -0.75333
H 3.61099 3.20740 -1.16758
H 4.46665 2.63079 0.23953
H 2.69971 4.03280 0.93771
H 1.50736 3.17420 -0.03375
H 1.19276 2.45837 2.09480
H 3.58623 2.87963 2.92548
H 2.51066 1.67283 3.61387
H 4.87975 1.31343 1.78335
H 4.57130 0.57079 3.32586
H 3.23727 -1.02446 2.26809
H 5.42520 -1.04791 0.92490
H 3.94073 -1.64786 0.18372
H 5.43219 0.93986 -0.28207
H 4.85530 -0.22480 -1.43842
H 3.03072 1.05374 -1.68716
C -7.45108 -0.47705 0.90798
C -6.02055 -0.93583 0.82944
C -5.70298 -2.24952 0.49997
C -4.38242 -2.67054 0.41475
C -3.37477 -1.75283 0.66060
C -3.66168 -0.43142 0.99632
C -4.98125 -0.03498 1.08277
S -1.70126 -2.24062 0.45752
O -1.15562 -1.47247 -0.63990
O -1.60418 -3.66778 0.42123
N -0.86748 -1.64915 1.77059
C -1.12440 -2.06077 2.99520
C -2.25791 -2.85610 3.36919
C -2.52610 -3.16348 4.68515
C -1.66564 -2.76128 5.68954
C -0.46014 -2.06876 5.38244
C 0.48662 -1.78254 6.37978
C 1.65413 -1.16664 6.02782
C 1.84476 -0.83558 4.68252
N 0.96905 -1.06726 3.71863
C -0.17271 -1.69106 4.05907
H -8.14119 -1.26905 0.62427
H -7.61692 0.37611 0.24848
H -7.69755 -0.15576 1.92115
H -6.49962 -2.95561 0.30021
H -4.13241 -3.69102 0.15239
H -2.85435 0.27043 1.17494
H -5.22008 0.99178 1.33680
H -2.92333 -3.21443 2.59949
H -3.41049 -3.73625 4.92884
H -1.88751 -2.99061 6.72428
H 0.29060 -2.07773 7.40350
H 2.42129 -0.94301 6.75601
H 2.77558 -0.36633 4.38740
C 4.57859 -3.71719 -1.85760
N 4.10389 -2.59787 -2.67195
C 4.79332 -2.04782 -3.73335
C 4.01779 -1.07951 -4.24871
N 2.84466 -1.04032 -3.50067
C 2.91156 -1.97751 -2.51246
S 1.79806 -2.39491 -1.30667
C 1.64568 -0.36298 -3.92182
C 1.49856 0.05152 -5.24218
C 0.26477 0.55060 -5.61927
C -0.76774 0.58259 -4.69020
C -0.49079 0.18091 -3.39726
N 0.71229 -0.24218 -3.00475
H 5.43305 -4.16148 -2.36014
H 3.79076 -4.45579 -1.75171
H 4.87350 -3.37211 -0.87013
H 5.76719 -2.39521 -4.03187
H 4.21369 -0.41487 -5.06732
H 2.28953 -0.04339 -5.96811
H 0.10686 0.87933 -6.63787
H -1.76299 0.90713 -4.96148
H -1.26239 0.16772 -2.63242
C 0.08141 3.02286 -1.99040
P -1.02507 2.07634 -0.84723
C -1.29128 3.29260 0.50022
C -2.60436 2.15721 -1.74783
C -3.34949 0.99772 -1.93786
C -4.54481 1.04100 -2.64525
C -4.99875 2.24330 -3.16440
C -4.25715 3.40653 -2.97904
C -3.06305 3.36460 -2.27848
H 0.12760 4.07746 -1.71330
H -0.30464 2.94009 -3.00479
H 1.08985 2.61219 -1.98496
H -1.67660 4.23428 0.10941
H -0.35886 3.48469 1.03138
H -2.01328 2.88821 1.21141
H -2.99729 0.05429 -1.53530
H -5.11700 0.13393 -2.79263
H -5.92828 2.28000 -3.71740
H -4.60999 4.34719 -3.38096
H -2.49366 4.27891 -2.15057
*
```